The following is a DFT calculation (the ωB97M-V functional and the def2-TZVPD basis) of a structure of composition C34H52N3O2S5SbSn.

Computed properties:
**E_tot**: -4086.40924 Eh
**Frontier orbital gap**: 5.82 eV
**Total charge**: +2
**HOMO**: -12.49 eV

Each line ends with the Löwdin charge.
Geometry (Å):
1 Sn -0.82280 0.12057 -0.43757  1.008
2 C -1.75986 1.82466 2.67664  -0.494
3 C -1.64259 3.21315 2.07979  -0.509
4 S -1.88984 3.27924 0.28170  0.804
5 C -3.68124 2.97231 0.08673  -0.493
6 C -4.01955 1.73768 -0.73979  -0.488
7 S -3.54039 0.21353 0.13493  0.829
8 C -4.02923 -1.07558 -1.05597  -0.471
9 C -3.73763 -2.45347 -0.48428  -0.508
10 S -2.00512 -2.99491 -0.57074  0.919
11 C -0.01706 -2.54877 1.30759  -0.138
12 C -1.03218 -0.83517 2.94297  -0.323
13 S -0.39755 0.70361 2.17243  0.839
14 H -2.70130 1.35558 2.39654  0.041
15 H -1.70057 1.88436 3.76399  0.102
16 H -0.65018 3.63366 2.24605  0.078
17 H -2.37576 3.87617 2.53829  0.095
18 H -4.08784 3.85249 -0.40829  0.085
19 H -4.11711 2.90305 1.08371  0.088
20 H -3.52376 1.74978 -1.71201  0.082
21 H -5.09904 1.69421 -0.88860  0.098
22 H -3.49046 -0.91307 -1.99096  0.082
23 H -5.09992 -0.94651 -1.22177  0.096
24 H -4.25590 -3.19905 -1.08796  0.089
25 H -4.08884 -2.54565 0.54178  0.054
26 H 0.91799 -2.02178 1.46856  0.097
27 H 0.09866 -3.61678 1.16565  0.113
28 H -0.32774 -1.08397 3.73748  0.108
29 H -1.97935 -0.56472 3.40437  0.086
30 N 3.53209 -0.98845 0.69703  0.239
31 C 2.62126 -0.95190 -0.27971  -0.511
32 O 2.02686 0.20940 -0.50452  -0.364
33 C 2.27869 -2.08708 -1.01298  -0.220
34 C 2.88088 -3.34382 -0.77167  -0.196
35 N 3.42426 -4.33707 -0.56337  0.198
36 C 1.23811 -1.86656 -1.92129  -0.230
37 N 0.39328 -1.39848 -2.56000  0.152
38 H 3.95862 -1.86189 0.96911  0.134
39 H 3.67817 -0.17656 1.27250  0.116
40 C 5.06454 -0.30736 -2.27661  -0.080
41 C 4.18602 0.38538 -3.30127  -0.613
42 C 4.93954 1.50047 -4.01032  -0.095
43 C 3.57340 -0.58728 -4.29369  -0.088
44 Sb 2.43317 1.43397 -2.23829  1.879
45 C 0.73037 2.19441 -3.90797  -0.532
46 C 1.68615 2.87709 -4.84772  -0.091
47 C -0.18175 3.11533 -3.15575  -0.108
48 C 0.04389 0.99527 -4.47343  -0.101
49 C 3.17174 3.11140 -0.85957  -0.627
50 C 2.00188 4.06604 -0.68662  -0.104
51 C 4.34801 3.78339 -1.54799  -0.099
52 C 3.58168 2.49216 0.46273  -0.103
53 H 5.97706 -0.63977 -2.78090  0.113
54 H 4.58939 -1.19140 -1.85881  0.065
55 H 5.36666 0.36012 -1.46744  0.080
56 H 5.65480 1.03626 -4.69539  0.113
57 H 5.50661 2.12039 -3.31912  0.068
58 H 4.29192 2.14059 -4.61175  0.063
59 H 4.38580 -1.14151 -4.77300  0.111
60 H 3.02348 -0.07044 -5.08194  0.074
61 H 2.91757 -1.31487 -3.82049  0.064
62 H 2.29845 3.63663 -4.35614  0.084
63 H 1.08815 3.39518 -5.60563  0.122
64 H 2.32650 2.16985 -5.37467  0.075
65 H 0.31190 4.02575 -2.82255  0.070
66 H -0.63913 2.61834 -2.30138  0.004
67 H -0.98819 3.40814 -3.83795  0.119
68 H 0.72944 0.21941 -4.80727  0.072
69 H -0.52065 1.33135 -5.35183  0.120
70 H -0.65630 0.55753 -3.76840  0.051
71 H 1.78119 4.60286 -1.60920  0.074
72 H 2.27131 4.81547 0.06366  0.108
73 H 1.10135 3.55416 -0.33976  0.058
74 H 4.11884 4.09964 -2.56756  0.080
75 H 5.22975 3.14352 -1.56035  0.076
76 H 4.60901 4.68396 -0.98396  0.109
77 H 2.73341 2.02969 0.96740  0.069
78 H 3.96730 3.28555 1.10968  0.111
79 H 4.37897 1.75702 0.33517  0.073
80 C -5.14619 -4.62734 8.26891  -0.067
81 C -4.61396 -4.11678 6.96692  -0.724
82 O -4.16368 -3.02275 6.77008  0.036
83 S -4.68576 -5.37555 5.66783  1.023
84 C -3.75943 -4.52606 4.41231  -0.524
85 C -2.47496 -4.95223 4.10970  -0.063
86 C -1.67557 -4.19269 3.26760  0.002
87 C -2.15305 -3.00468 2.72624  -0.187
88 C -3.46713 -2.62272 2.99144  -0.046
89 C -4.27421 -3.38013 3.82084  -0.070
90 C -1.21779 -2.05162 2.03444  -0.459
91 C -1.12180 -1.86653 0.52758  -0.786
92 H -5.70687 -3.83768 8.76676  0.094
93 H -4.29514 -4.88341 8.90280  0.099
94 H -5.76281 -5.51358 8.13717  0.070
95 H -2.08810 -5.85280 4.56740  0.114
96 H -0.66229 -4.51227 3.06251  0.118
97 H -3.85528 -1.70316 2.56318  0.102
98 H -5.28531 -3.06395 4.03601  0.121